Entry 1:
{"formula": "H24O12", "method": "ωB97M-V/def2-TZVPD", "multiplicity": 1, "largest_force_ev_per_a": 8.17, "smiles": "O.O.O.O.O.O.O.O.O.O.O.O", "e_above_lowest_ev": 9.143, "total_energy_ha": -916.98938, "elements": ["O", "H", "H", "O", "H", "H", "O", "H", "H", "O", "H", "H", "O", "H", "H", "O", "H", "H", "O", "H", "H", "O", "H", "H", "O", "H", "H", "O", "H", "H", "O", "H", "H", "O", "H", "H"], "positions_angstrom": [[0.577, -0.565, -1.108], [0.253, -1.332, -0.515], [-0.110, 0.104, -1.147], [-1.953, -1.248, 0.950], [-2.483, -1.992, 0.670], [-1.811, -0.606, 0.166], [1.393, -2.024, 0.744], [1.734, -2.872, 0.752], [1.963, -1.339, 1.164], [-0.907, -1.363, -4.778], [-0.383, -1.833, -5.428], [-0.174, -0.830, -4.317], [-1.508, -1.431, -2.879], [-0.630, -1.338, -2.819], [-1.682, -2.372, -2.763], [-0.285, 1.804, 1.754], [0.392, 1.303, 1.270], [-0.694, 1.308, 2.432], [1.462, 1.824, 3.078], [2.070, 1.281, 2.562], [2.008, 2.405, 3.607], [-3.060, 2.619, 1.447], [-2.073, 2.501, 1.374], [-3.194, 2.169, 2.222], [-3.090, 2.191, -0.334], [-3.477, 1.416, -0.626], [-2.087, 2.104, -0.469], [4.540, -0.331, -1.494], [3.948, -0.206, -2.195], [4.433, 0.459, -0.927], [0.855, -4.479, 2.320], [1.390, -4.633, 1.550], [0.463, -3.605, 1.993], [1.688, 3.147, 0.421], [1.277, 3.828, 0.857], [1.166, 2.924, -0.390]]}


Entry 2:
{"formula": "C25H57HgN2O7S3", "method": "ωB97M-V/def2-TZVPD", "charge": 1, "multiplicity": 1, "largest_force_ev_per_a": 2.38, "total_energy_ha": -2970.43265, "elements": ["Hg", "C", "O", "H", "H", "H", "C", "C", "N", "C", "C", "C", "C", "H", "H", "H", "H", "H", "H", "H", "H", "H", "H", "H", "H", "H", "H", "H", "C", "C", "N", "C", "C", "C", "C", "H", "H", "H", "H", "H", "H", "H", "H", "H", "H", "H", "H", "H", "H", "H", "C", "C", "C", "S", "O", "O", "C", "H", "H", "H", "H", "H", "H", "H", "H", "C", "C", "C", "S", "O", "O", "C", "H", "H", "H", "H", "H", "H", "H", "H", "C", "C", "C", "S", "O", "O", "C", "H", "H", "H", "H", "H", "H", "H", "H"], "positions_angstrom": [[2.930, -4.242, 0.576], [1.184, -1.613, -0.050], [1.779, -2.359, 0.998], [1.135, -2.194, -0.971], [0.231, -1.164, 0.251], [1.836, -0.757, -0.273], [-4.311, 0.537, -1.277], [-4.792, 0.487, 0.163], [-3.964, -0.323, 1.050], [-2.538, -0.091, 0.942], [-2.018, 1.280, 1.378], [-4.428, -0.327, 2.418], [-5.842, -0.829, 2.619], [-3.719, -0.291, -1.670], [-3.606, 1.364, -1.433], [-5.125, 0.749, -1.968], [-4.843, 1.526, 0.527], [-5.801, 0.076, 0.178], [-2.082, -0.928, 1.495], [-2.161, -0.346, -0.055], [-0.927, 1.233, 1.361], [-2.270, 2.066, 0.664], [-2.356, 1.576, 2.368], [-4.295, 0.642, 2.932], [-3.805, -0.967, 3.058], [-6.010, -0.988, 3.684], [-5.993, -1.788, 2.117], [-6.609, -0.148, 2.250], [3.360, 1.802, -3.257], [2.998, 3.176, -2.744], [1.565, 3.347, -2.659], [0.926, 2.420, -1.721], [1.513, 2.416, -0.301], [1.196, 4.739, -2.375], [-0.254, 5.092, -2.558], [3.128, 0.971, -2.579], [4.425, 1.669, -3.452], [2.828, 1.624, -4.194], [3.500, 3.398, -1.786], [3.456, 3.896, -3.426], [-0.113, 2.729, -1.612], [0.940, 1.411, -2.140], [1.107, 1.623, 0.333], [2.583, 2.211, -0.191], [1.359, 3.405, 0.130], [1.886, 5.410, -2.887], [1.497, 4.926, -1.326], [-0.969, 4.719, -1.821], [-0.715, 4.793, -3.504], [-0.341, 6.181, -2.549], [-1.782, -3.322, 3.771], [-2.340, -3.905, 2.465], [-1.258, -4.540, 1.588], [0.023, -5.015, 2.747], [1.343, -4.850, 2.139], [-0.360, -6.261, 3.332], [-0.276, -3.650, 3.857], [-2.207, -3.749, 4.675], [-1.864, -2.237, 3.800], [-2.886, -3.256, 1.775], [-3.144, -4.601, 2.715], [-0.831, -3.725, 0.994], [-1.504, -5.336, 0.891], [0.242, -2.797, 3.412], [0.144, -3.897, 4.828], [1.354, -2.091, -4.221], [0.348, -1.350, -5.095], [0.785, -1.380, -6.553], [2.583, -1.539, -6.503], [3.129, -0.260, -6.871], [2.992, -2.726, -7.205], [2.779, -1.838, -4.715], [1.132, -3.161, -4.201], [1.251, -1.741, -3.191], [0.215, -0.313, -4.774], [-0.668, -1.740, -5.008], [0.563, -0.477, -7.112], [0.405, -2.273, -7.047], [3.210, -0.949, -4.263], [3.420, -2.715, -4.706], [1.386, 0.872, 3.386], [2.875, 0.538, 3.352], [3.581, 0.948, 4.641], [2.658, 2.397, 5.233], [3.365, 3.628, 5.020], [2.067, 2.098, 6.508], [1.393, 2.280, 3.958], [0.855, 0.195, 4.061], [0.932, 0.865, 2.400], [3.311, 1.111, 2.527], [3.111, -0.507, 3.146], [4.642, 1.174, 4.627], [3.356, 0.191, 5.394], [1.697, 2.988, 3.179], [0.498, 2.780, 4.331]]}


Entry 3:
{"formula": "CH2NO3S4", "method": "ωB97M-V/def2-TZVPD", "charge": -1, "multiplicity": 1, "largest_force_ev_per_a": 4.63, "smiles": "NC(=S)SSS(=O)(=O)[O-]", "total_energy_ha": -1912.63361, "elements": ["N", "C", "S", "S", "S", "S", "O", "O", "O", "H", "H"], "positions_angstrom": [[1.034, 0.086, -0.974], [-0.003, 0.687, -1.638], [-0.122, 0.795, -3.268], [-1.269, 1.376, -0.721], [-0.554, 1.465, 1.359], [-0.420, -0.592, 1.699], [0.962, -0.932, 1.436], [-0.672, -0.792, 3.117], [-1.368, -1.303, 0.769], [1.443, -0.479, -1.709], [0.968, -0.311, -0.070]]}


Entry 4:
{"formula": "C11H24Br2NO6PSi2", "method": "ωB97M-V/def2-TZVPD", "multiplicity": 1, "largest_force_ev_per_a": 1.07, "total_energy_ha": -7008.22622, "elements": ["C", "C", "Br", "C", "Br", "Si", "O", "Si", "P", "N", "O", "H", "H", "H", "H", "H", "H", "H", "H", "H", "H", "H", "H", "O", "C", "O", "C", "C", "C", "H", "H", "H", "H", "H", "H", "O", "C", "O", "C", "C", "C", "H", "H", "H", "H", "H", "H"], "positions_angstrom": [[-0.604, 2.739, -2.931], [-0.819, 3.632, -1.712], [0.839, 4.542, -1.200], [-1.391, 2.973, -0.458], [-2.840, 1.734, -0.857], [-0.144, 2.184, 0.746], [-0.884, 0.910, 1.503], [-0.535, -0.615, 1.008], [1.466, -1.247, 1.838], [2.080, -2.196, 0.558], [1.098, -2.316, 3.057], [0.437, 2.757, -3.236], [-1.170, 3.115, -3.772], [-0.859, 1.707, -2.738], [-1.475, 4.452, -1.974], [-1.880, 3.757, 0.111], [0.178, 3.162, 1.795], [1.070, 1.701, 0.066], [-0.480, -0.722, -0.470], [-1.608, -1.516, 1.497], [2.961, -2.617, 0.830], [1.455, -2.946, 0.277], [0.530, -3.040, 2.752], [-2.387, 1.729, -5.755], [-3.372, 1.067, -5.604], [-3.691, 0.055, -6.445], [-4.968, -0.509, -6.099], [-5.179, -0.146, -4.632], [-4.443, 1.194, -4.531], [-5.725, -0.066, -6.748], [-4.931, -1.580, -6.281], [-6.229, -0.104, -4.354], [-4.689, -0.882, -3.994], [-5.086, 2.037, -4.789], [-4.006, 1.361, -3.551], [7.203, -1.229, 5.231], [6.107, -1.701, 5.268], [5.712, -2.683, 4.420], [4.321, -2.995, 4.624], [4.008, -2.532, 6.043], [4.955, -1.340, 6.193], [3.730, -2.456, 3.883], [4.180, -4.063, 4.481], [2.957, -2.295, 6.187], [4.282, -3.312, 6.755], [4.511, -0.412, 5.832], [5.319, -1.194, 7.205]]}


Entry 5:
{"formula": "C5H18NO3S", "method": "ωB97M-V/def2-TZVPD", "charge": -1, "multiplicity": 1, "largest_force_ev_per_a": 2.80, "e_above_lowest_ev": 0.864, "total_energy_ha": -879.96048, "elements": ["C", "N", "C", "C", "S", "C", "C", "H", "H", "H", "H", "H", "H", "H", "H", "H", "H", "H", "H", "H", "H", "O", "H", "H", "O", "H", "H", "O"], "positions_angstrom": [[-0.158, -1.713, 1.168], [0.319, -0.567, 0.381], [1.264, -0.947, -0.683], [1.661, 0.270, -1.485], [1.057, 0.072, -3.189], [-1.662, -1.861, 0.934], [-1.836, -3.042, -0.085], [-0.024, -1.547, 2.265], [0.348, -2.681, 1.047], [-0.447, -0.163, -0.145], [0.961, -1.775, -1.325], [2.101, -1.520, -0.221], [1.426, 1.305, -1.091], [2.752, 0.402, -1.411], [-2.152, -1.076, 0.371], [-2.275, -2.052, 1.815], [-1.770, -4.003, 0.370], [-2.691, -2.963, -0.780], [-1.118, -2.818, -0.893], [0.481, 2.262, -1.402], [-0.026, 3.351, -2.357], [-0.254, 2.935, -1.516], [0.130, 3.946, -0.014], [-0.527, 4.242, 1.276], [0.344, 4.329, 0.868], [0.776, 2.686, 2.025], [0.686, 1.124, 1.697], [0.633, 1.803, 2.382]]}


Entry 6:
{"formula": "C3H7N", "method": "ωB97M-V/def2-TZVPD", "multiplicity": 1, "largest_force_ev_per_a": 3.68, "smiles": "C#C.CN", "e_above_lowest_ev": 3.748, "total_energy_ha": -173.10435, "elements": ["C", "C", "H", "H", "C", "N", "H", "H", "H", "H", "H"], "positions_angstrom": [[-1.087, -0.142, 0.655], [-1.634, 0.064, -0.411], [-0.611, -0.182, 1.599], [-1.832, 0.204, -1.428], [0.999, 0.746, -0.018], [1.016, -0.750, -0.070], [1.260, 1.105, 1.011], [1.787, 1.154, -0.747], [0.030, 1.064, -0.301], [0.535, -1.083, -0.880], [2.051, -1.015, -0.123]]}


Entry 7:
{"formula": "C28H34N4O6", "method": "ωB97M-V/def2-TZVPD", "multiplicity": 1, "largest_force_ev_per_a": 0.73, "smiles": "CC(C)C[C@H](NC(=O)[C@H]1CCC(=O)N1C(=O)OCc1ccccc1)C(=O)N[C@H](Cc1ccccc1)C(N)=O", "e_above_lowest_ev": 0.000, "total_energy_ha": -1757.99229, "elements": ["C", "C", "C", "C", "C", "N", "C", "O", "C", "C", "C", "C", "O", "N", "C", "O", "O", "C", "C", "C", "C", "C", "C", "C", "C", "O", "N", "C", "C", "C", "C", "C", "C", "C", "C", "C", "N", "O", "H", "H", "H", "H", "H", "H", "H", "H", "H", "H", "H", "H", "H", "H", "H", "H", "H", "H", "H", "H", "H", "H", "H", "H", "H", "H", "H", "H", "H", "H", "H", "H", "H", "H"], "positions_angstrom": [[5.949, 0.433, -0.444], [5.430, -0.203, 0.843], [6.584, -0.821, 1.630], [4.377, -1.280, 0.563], [3.126, -0.753, -0.145], [2.473, 0.263, 0.646], [2.106, 1.459, 0.156], [2.334, 1.834, -0.974], [1.397, 2.357, 1.196], [1.578, 3.841, 0.860], [0.337, 4.175, 0.040], [-0.723, 3.230, 0.550], [-1.912, 3.338, 0.457], [-0.052, 2.171, 1.159], [-0.613, 1.009, 1.653], [0.086, 0.084, 2.017], [-1.923, 1.035, 1.673], [-2.616, -0.148, 2.092], [-3.836, -0.345, 1.233], [-4.529, 0.754, 0.739], [-5.650, 0.566, -0.050], [-6.091, -0.714, -0.340], [-5.400, -1.810, 0.151], [-4.272, -1.629, 0.933], [2.198, -1.918, -0.508], [2.628, -2.966, -0.962], [0.891, -1.686, -0.335], [-0.131, -2.579, -0.848], [-1.346, -1.782, -1.326], [-0.978, -0.482, -1.995], [-1.732, 0.658, -1.748], [-1.408, 1.863, -2.346], [-0.313, 1.949, -3.187], [0.441, 0.818, -3.446], [0.105, -0.390, -2.862], [-0.485, -3.577, 0.271], [0.493, -4.479, 0.460], [-1.507, -3.530, 0.920], [6.772, 1.108, -0.221], [6.310, -0.334, -1.126], [5.172, 1.006, -0.942], [4.971, 0.581, 1.457], [7.327, -0.066, 1.875], [6.228, -1.265, 2.557], [7.067, -1.598, 1.041], [4.804, -2.065, -0.063], [4.070, -1.737, 1.508], [3.400, -0.280, -1.096], [2.153, -0.008, 1.567], [1.763, 2.102, 2.196], [2.496, 3.999, 0.298], [1.609, 4.435, 1.774], [0.015, 5.211, 0.117], [0.499, 3.933, -1.014], [-1.947, -1.013, 2.033], [-2.907, -0.004, 3.140], [-4.169, 1.749, 0.955], [-6.180, 1.423, -0.438], [-6.968, -0.858, -0.954], [-5.734, -2.810, -0.081], [-3.719, -2.483, 1.296], [0.576, -0.878, 0.181], [0.328, -3.141, -1.670], [-1.916, -2.406, -2.019], [-1.995, -1.584, -0.472], [-2.583, 0.606, -1.086], [-2.013, 2.735, -2.142], [-0.050, 2.891, -3.646], [1.295, 0.877, -4.103], [0.698, -1.266, -3.085], [1.363, -4.399, -0.050], [0.422, -5.138, 1.217]]}


Entry 8:
{"formula": "C22H26IrN4O3S", "method": "ωB97M-V/def2-TZVPD", "charge": 1, "multiplicity": 1, "largest_force_ev_per_a": 0.91, "total_energy_ha": -1800.87716, "elements": ["Ir", "C", "N", "C", "C", "C", "C", "C", "C", "C", "N", "C", "C", "C", "C", "C", "C", "N", "C", "C", "H", "H", "H", "H", "H", "H", "H", "H", "H", "H", "H", "H", "H", "H", "H", "H", "H", "H", "H", "H", "N", "C", "C", "C", "C", "C", "C", "S", "O", "O", "O", "H", "H", "H", "H", "H", "H"], "positions_angstrom": [[-0.019, -0.168, -0.436], [2.456, 0.001, 1.363], [0.974, 0.091, 1.427], [0.608, 1.462, 1.918], [0.406, -0.897, 2.348], [0.953, -1.111, 3.596], [0.369, -2.028, 4.459], [-0.764, -2.706, 4.045], [-1.319, -2.482, 2.792], [-0.748, -1.559, 1.922], [-1.187, -1.204, 0.611], [-2.393, -1.568, -0.035], [-3.277, -2.572, 0.358], [-4.403, -2.872, -0.391], [-4.677, -2.193, -1.567], [-3.787, -1.223, -2.001], [-2.660, -0.927, -1.258], [-1.720, 0.122, -1.701], [-2.271, 1.435, -1.228], [-1.616, 0.152, -3.181], [2.894, 0.205, 2.338], [2.812, 0.755, 0.677], [2.741, -0.995, 1.032], [1.071, 1.619, 2.892], [-0.474, 1.536, 2.017], [0.984, 2.210, 1.224], [1.835, -0.569, 3.910], [0.798, -2.208, 5.435], [-1.232, -3.431, 4.698], [-2.194, -3.049, 2.542], [-3.095, -3.169, 1.230], [-5.064, -3.659, -0.052], [-5.562, -2.418, -2.145], [-3.994, -0.700, -2.924], [-3.241, 1.599, -1.700], [-1.604, 2.252, -1.492], [-2.400, 1.401, -0.149], [-2.546, 0.501, -3.624], [-1.417, -0.849, -3.559], [-0.836, 0.842, -3.489], [1.062, -0.787, -2.083], [1.872, 0.401, -1.922], [1.168, 1.614, -1.750], [1.879, 2.714, -1.242], [3.221, 2.608, -0.966], [3.919, 1.433, -1.283], [3.248, 0.316, -1.734], [4.067, 3.950, -0.096], [4.799, 4.603, -1.153], [4.852, 3.194, 0.858], [2.952, 4.685, 0.466], [1.580, -1.624, -1.830], [0.661, -0.932, -3.005], [0.179, 1.765, -2.139], [1.388, 3.663, -1.055], [4.982, 1.394, -1.078], [3.768, -0.623, -1.887]]}